No. 1
ORCA calculation (wB97M-V/def2-TZVPD) on a 13-piece molecular cluster, C30H91N5O14 overall in a non-equilibrium geometry.

The geometry in XYZ format:
```
140
Properties=species:S:1:pos:R:3
C -10.0106 -9.2341 5.3103
O -9.9245 -10.2853 4.4362
H -9.0718 -8.7542 5.5868
H -10.7291 -8.5219 4.9045
H -10.4342 -9.5197 6.2731
H -9.2201 -10.9116 4.6182
C -3.0278 0.9626 7.9929
O -1.8791 0.8968 8.7848
H -2.8582 0.8517 6.9219
H -3.6761 0.1445 8.3070
H -3.4205 1.9746 8.0916
H -1.4617 1.7534 8.9012
C 13.7717 -3.0782 4.3027
O 12.3864 -2.8854 4.5530
H 14.0867 -4.0871 4.5692
H 14.1278 -2.9554 3.2798
H 14.3711 -2.2894 4.7573
H 12.3266 -1.9274 4.5352
C 7.5275 -3.6037 8.7149
O 8.2779 -4.6850 8.1847
H 7.0699 -2.9196 8.0003
H 6.8041 -4.0339 9.4076
H 8.2457 -3.1216 9.3780
H 8.8038 -4.2951 7.4826
C 1.2157 -6.1475 -9.0773
O 1.3139 -6.9937 -10.2116
H 2.1996 -5.6829 -9.0121
H 0.3931 -5.4604 -9.2757
H 1.0566 -6.5290 -8.0687
H 1.3347 -6.5182 -11.0452
C -11.3665 -3.1934 -4.6330
O -10.6632 -3.3617 -3.4179
H -12.3549 -3.6444 -4.5449
H -11.4729 -2.1269 -4.8312
H -10.9073 -3.7272 -5.4651
H -9.8144 -3.7586 -3.6267
C 0.6969 -5.1961 6.7191
O 0.0415 -6.0420 5.7664
H 1.3621 -5.6014 7.4816
H 1.3030 -4.4537 6.2000
H -0.0953 -4.6317 7.2112
H -0.6035 -5.5906 5.2170
C 5.7804 -9.6158 -5.1888
O 6.9100 -9.0086 -4.6521
H 5.8552 -9.8788 -6.2439
H 5.4847 -10.4725 -4.5832
H 4.9250 -8.9408 -5.2174
H 7.5840 -9.6644 -4.4589
C 3.9958 -3.6992 1.5177
O 3.4566 -2.9580 0.4834
C 2.7714 -3.6679 -0.6578
C 1.3191 -3.8751 -0.2879
N 0.7360 -2.5752 0.0959
C -0.2603 -2.6445 1.1763
C -1.4117 -3.5892 0.9921
O -2.2774 -3.6914 2.1466
C -3.4809 -4.3230 1.8328
H 4.7711 -3.1737 2.0753
H 4.3715 -4.6141 1.0596
H 3.2746 -4.0265 2.2665
H 3.2586 -4.6273 -0.8317
H 2.9179 -3.1304 -1.5947
H 1.2409 -4.5460 0.5676
H 0.6888 -4.1633 -1.1293
H 1.5262 -1.9774 0.2913
H -0.7198 -1.6639 1.2996
H 0.2805 -2.7572 2.1159
H -1.0759 -4.5974 0.7494
H -1.9393 -3.4004 0.0572
H -3.3919 -5.3895 1.6260
H -3.8900 -3.7655 0.9903
H -4.1150 -4.2096 2.7122
C -4.2427 8.9685 -3.7221
C -4.6717 8.4228 -2.3666
C -3.6434 7.4587 -1.6376
O -3.1624 6.5442 -2.6830
C -3.9114 5.3323 -2.8185
N -5.1023 9.4357 -1.4372
H -4.5250 8.3188 -4.5505
H -3.1553 9.0303 -3.7663
H -4.6117 9.9812 -3.8844
H -5.5103 7.7356 -2.4789
H -3.9457 6.8907 -0.7577
H -2.8091 8.0367 -1.2402
H -3.7940 4.5009 -2.1234
H -3.6390 4.8043 -3.7324
H -4.9848 5.4828 -2.9337
H -5.9563 9.7152 -1.8985
H -4.6604 10.3386 -1.5350
C 4.1690 1.2481 -8.5790
C 4.2459 1.1232 -7.0555
C 5.4386 1.8195 -6.3826
O 5.4210 3.2407 -6.2510
C 5.6600 3.9441 -7.4919
N 2.9885 1.5186 -6.3624
H 5.1434 1.3187 -9.0624
H 3.3921 1.9632 -8.8495
H 3.7878 0.2837 -8.9147
H 4.2031 0.0352 -7.0038
H 6.3593 1.5450 -6.8975
H 5.6235 1.3257 -5.4287
H 6.2768 3.3151 -8.1337
H 6.1924 4.8642 -7.2507
H 4.7614 4.1655 -8.0678
H 2.8840 2.5197 -6.2785
H 3.0579 1.2394 -5.3942
C -11.9013 6.3127 2.4102
C -10.3589 6.5270 2.4761
C -9.5511 5.3055 1.9426
O -9.8942 4.1469 2.7168
C -9.1296 3.0710 2.3494
N -10.1325 7.6941 1.6893
H -12.5192 7.2000 2.5477
H -12.3837 5.5025 2.9569
H -12.2358 6.0262 1.4131
H -10.0550 6.9540 3.4319
H -8.4920 5.5631 1.9470
H -9.7494 5.0654 0.8980
H -9.1109 2.6358 1.3502
H -9.4848 2.2462 2.9672
H -8.0670 3.2274 2.5351
H -9.1430 7.7496 1.4950
H -10.6431 7.6745 0.8180
C 5.5769 3.6979 2.6724
C 6.1366 4.1600 1.4091
C 7.6113 3.7177 1.1878
O 8.4526 4.4137 2.1503
C 9.7002 3.7445 2.3877
N 5.2871 3.6083 0.3271
H 4.5294 3.9943 2.7273
H 6.1512 4.1102 3.5021
H 5.5786 2.6079 2.6761
H 6.1938 5.2484 1.4237
H 7.8819 3.9898 0.1676
H 7.7067 2.6350 1.2706
H 10.2471 4.2594 3.1776
H 10.2982 3.7209 1.4767
H 9.5790 2.7559 2.8304
H 5.8307 3.5590 -0.5227
H 4.5004 4.2393 0.2729
```

Calculated values
- LUMO energy: 0.48 eV
- M: 746.1 u
- Frontier orbital gap: 9.0 eV

***

No. 2
ORCA calculation (wB97M-V/def2-TZVPD) on C24H24IrN4O3PS as an isolated structure.

The geometry in XYZ format:
```
58
Properties=species:S:1:pos:R:3
Ir 0.6478 0.2053 -0.1079
O 1.9808 1.3347 0.8742
N 1.4623 2.1784 1.7992
C 2.3155 3.1136 2.2765
C 1.9186 3.9510 3.2778
C 0.6267 3.8187 3.7984
C -0.2212 2.8725 3.2806
C 0.2028 2.0352 2.2421
S -0.8399 0.8843 1.4757
H 3.2902 3.1084 1.8135
H 2.6103 4.6887 3.6560
H 0.2931 4.4655 4.5982
H -1.2316 2.7552 3.6461
N 1.8988 1.3214 -2.6126
P 0.5251 1.6965 -1.6979
C 0.7473 3.3727 -1.1083
C -0.2751 3.9747 -0.3700
C -0.1085 5.2606 0.1173
C 1.0740 5.9488 -0.1262
C 2.0929 5.3515 -0.8542
C 1.9352 4.0627 -1.3425
C -0.8675 1.6353 -2.8173
C -1.6895 2.7368 -3.0491
C -2.7285 2.6376 -3.9632
C -2.9390 1.4517 -4.6492
C -2.1128 0.3545 -4.4281
C -1.0816 0.4410 -3.5122
C 2.6298 0.1821 -2.3304
C 3.7091 -0.2281 -3.1103
C 4.3970 -1.3610 -2.7396
C 4.0057 -2.0720 -1.6031
C 2.9280 -1.6149 -0.8897
N 2.2446 -0.5082 -1.2485
H 2.0550 1.7559 -3.5115
H -1.1969 3.4397 -0.1721
H -0.9041 5.7296 0.6809
H 1.1985 6.9562 0.2487
H 3.0111 5.8896 -1.0472
H 2.7422 3.6014 -1.8954
H -1.5144 3.6744 -2.5409
H -3.3639 3.4928 -4.1480
H -3.7435 1.3820 -5.3690
H -2.2729 -0.5629 -4.9784
H -0.4406 -0.4146 -3.3372
H 3.9965 0.3465 -3.9800
H 5.2419 -1.6929 -3.3278
H 4.5309 -2.9583 -1.2810
H 2.5665 -2.1169 -0.0020
N -1.6721 -4.4248 0.1728
C -1.7380 -3.2781 -0.7925
C -0.6748 -2.2804 -0.3238
O -0.6630 -1.1766 -0.9441
O 0.0455 -2.6109 0.6200
H -2.4895 -4.4760 0.7800
H -0.8336 -4.1953 0.7580
H -1.5538 -5.3306 -0.2783
H -2.7288 -2.8335 -0.7856
H -1.5134 -3.6323 -1.7952
```

Calculated values
- Energy relative to the best compared isomer or geometry (same formula, charge and spin): 2.13 kcal per mole
- LUMO energy: -5.67 eV
- M: 671.7 u
- Charge: +2
- Frontier orbital gap: 7.9 eV

***

No. 3
ORCA calculation (wB97M-V/def2-TZVPD) on a 2-piece molecular cluster, C3H8NO2 overall in a non-equilibrium geometry.

The geometry in XYZ format:
```
14
Properties=species:S:1:pos:R:3
C 1.7326 -0.2306 0.1482
C -1.7219 -0.8316 0.4018
C -0.8649 0.0270 -0.4892
N -1.1100 1.2199 -0.2526
O 1.9619 1.1007 0.3143
O 2.8322 -0.9293 0.0567
H -0.1652 -0.1821 -1.2520
H -2.6537 -0.9282 -0.0284
H -1.2388 -1.8017 0.1591
H -1.8023 -0.4626 1.3581
H -1.8090 1.3757 0.3712
H -0.6489 1.9804 -0.8227
H 2.7942 1.4564 0.2797
H 2.6939 -1.7941 -0.2441
```

Calculated values
- Energy relative to the best compared isomer or geometry (same formula, charge and spin): 87.35 kcal per mole
- LUMO energy: -3.95 eV
- M: 90.1 u
- Charge: +1
- Frontier orbital gap: 9.9 eV

***

No. 4
ORCA calculation (wB97M-V/def2-TZVPD) on a 3-piece molecular cluster, C27H51BBrNO15P2S overall in a non-equilibrium geometry.

The geometry in XYZ format:
```
99
Properties=species:S:1:pos:R:3
C -0.4662 1.9552 2.5855
C -1.5013 2.9407 2.0305
O -1.3449 3.1623 0.6201
B -2.3261 2.6401 -0.1673
O -2.8960 3.4753 -1.0821
C -2.7389 1.1008 -0.0116
C -3.9762 0.6755 0.2888
C -5.0915 1.6851 0.4895
C -6.5073 1.1589 0.7478
C -6.7120 0.8474 2.2269
N -7.3732 -0.3122 2.5805
O -6.3296 1.6341 3.0753
C -4.1732 -0.7851 0.4623
O -5.1058 -1.2674 1.0770
C -3.1598 -1.7285 -0.0966
C -3.6215 -3.1536 -0.2221
S -5.0796 -3.2381 -1.2897
O -6.2824 -3.3487 -0.5178
O -4.9892 -2.1558 -2.2344
C -1.9268 -1.3263 -0.4073
C -0.8202 -2.2083 -0.9158
C 0.2283 -2.5573 0.1913
C 1.5309 -1.7616 0.0821
Br -0.4604 -2.2922 2.0151
C -1.6183 0.1254 -0.2119
O -0.4760 0.5300 -0.2447
H -0.0176 2.3794 3.4838
H 0.3491 1.7813 1.8890
H -0.9370 1.0139 2.8701
H -2.5094 2.6179 2.3049
H -1.3420 3.9074 2.5074
H -3.5642 3.0464 -1.6224
H -5.1517 2.2979 -0.4090
H -4.8264 2.3476 1.3163
H -7.2600 1.8773 0.4249
H -6.6792 0.2397 0.1870
H -7.4480 -0.9769 1.8217
H -6.9313 -0.7735 3.3641
H -2.8802 -3.8085 -0.6697
H -3.9376 -3.5219 0.7540
H -4.9218 -4.4095 -1.9578
H -0.3004 -1.6552 -1.6990
H -1.1801 -3.1308 -1.3605
H 0.4362 -3.6221 0.1478
H 1.7719 -1.5058 -0.9481
H 1.4528 -0.8638 0.6898
H 2.3507 -2.3388 0.5132
C 0.6615 0.6117 -3.7826
C -0.2004 -0.3655 -4.5539
O 0.1956 -0.4861 -5.9246
P 1.5540 -1.2733 -6.2775
O 1.4451 -2.6739 -5.8497
O 1.4305 -1.3092 -7.8895
C 1.4052 -2.5284 -8.6312
C -0.0168 -2.9211 -8.9675
O 2.6332 -0.1300 -6.1958
C 2.9909 0.7800 -7.2514
C 1.8900 1.7541 -7.5956
H 1.6882 0.2514 -3.6871
H 0.2643 0.7598 -2.7766
H 0.7077 1.5783 -4.2849
H -0.1710 -1.3494 -4.0759
H -1.2356 -0.0259 -4.5580
H 1.9212 -3.3237 -8.0956
H 1.9656 -2.3408 -9.5497
H -0.6165 -3.0238 -8.0628
H -0.0380 -3.8652 -9.5135
H -0.4862 -2.1524 -9.5830
H 3.3407 0.2342 -8.1249
H 3.8516 1.3283 -6.8678
H 1.0339 1.2524 -8.0432
H 2.2681 2.4878 -8.3085
H 1.5408 2.2745 -6.7037
C 5.7684 -0.3911 3.3656
C 4.4698 -0.8759 3.9822
O 4.1368 -0.1748 5.1871
P 3.6116 1.3448 5.0948
O 2.3492 1.3924 4.3486
O 3.1969 1.5472 6.6462
C 1.8669 1.8801 7.0442
C 1.1097 0.6415 7.4707
O 4.9508 2.1711 5.1412
C 5.6586 2.5740 6.3272
C 6.2696 1.4160 7.0791
H 5.6781 0.6356 3.0061
H 6.0462 -1.0226 2.5212
H 6.5733 -0.4075 4.1009
H 3.6456 -0.7879 3.2689
H 4.5562 -1.9262 4.2576
H 1.3424 2.4128 6.2523
H 1.9614 2.5673 7.8878
H 1.0844 -0.0948 6.6668
H 0.0859 0.8922 7.7514
H 1.6006 0.1734 8.3252
H 5.0212 3.1829 6.9645
H 6.4516 3.2311 5.9694
H 5.5077 0.7686 7.5093
H 6.8902 1.8002 7.8896
H 6.8873 0.8080 6.4179
```

Calculated values
- LUMO energy: -1.48 eV
- M: 814.4 u
- SMILES: CCOB(O)C1=C(CCC(N)=O)C(=O)C(C[SH](=O)=O)=C(C[C@@H](C)Br)C1=O.CCOP(=O)(OCC)OCC.CCOP(=O)(OCC)OCC
- Frontier orbital gap: 8.2 eV

***

no.,HOMO energy (eV),calculated total energy (eV)
1,-8.542,-68688.5065
2,-13.611,-60332.6382
3,-13.845,-8816.1647
4,-9.655,-161166.4277